Entry 1:
This record from OMol25 describes C25H43As3F6N5O6OsS2Sb as an isolated structure. The level of theory is the ωB97M-V functional and the def2-TZVPD basis.

The geometry in XYZ format:
```
92
Properties=species:S:1:pos:R:3:forces:R:3
Os 0.878 0.020 0.120 -1.8 -1.0 0.5
C 0.653 -3.655 1.323 0.0 0.6 0.1
As 1.050 -2.456 -0.176 -0.5 -0.5 -0.2
C 2.782 -3.207 -0.672 0.1 0.5 0.1
C 0.134 -3.243 -1.738 0.1 0.3 0.1
C -1.374 -3.112 -1.945 -0.2 0.0 0.2
C -1.711 -3.895 -3.223 0.0 0.1 0.1
C -1.815 -1.665 -2.182 0.3 0.2 0.0
As -1.598 -0.227 -0.824 0.5 -0.6 -0.2
C -2.971 -0.646 0.513 0.5 0.2 0.3
C -2.679 1.081 -1.812 0.4 0.2 0.0
C -2.116 -3.728 -0.754 0.0 0.0 -0.1
As -4.104 -3.835 -0.904 0.1 -0.2 0.1
C -4.276 -5.620 -1.722 0.0 0.1 0.0
C -4.341 -4.445 0.951 0.0 0.0 0.0
H 0.546 -4.684 0.985 0.0 0.1 -0.2
H -0.246 -3.335 1.844 0.0 0.0 0.0
H 1.493 -3.578 2.011 0.0 0.0 0.0
H 2.651 -4.261 -0.915 -0.1 0.1 0.0
H 3.485 -3.115 0.153 -0.1 0.0 0.0
H 3.170 -2.675 -1.538 0.0 -0.1 0.0
H 0.391 -4.306 -1.727 0.1 0.1 0.1
H 0.657 -2.796 -2.591 0.0 0.0 0.0
H -1.129 -3.529 -4.069 0.0 0.0 0.0
H -2.767 -3.777 -3.468 0.0 -0.1 -0.1
H -1.494 -4.956 -3.091 0.0 0.0 0.0
H -2.882 -1.677 -2.420 0.0 0.2 0.1
H -1.291 -1.290 -3.069 0.0 0.1 0.0
H -3.803 -1.172 0.043 0.1 0.0 -0.1
H -3.317 0.307 0.914 0.0 0.0 0.0
H -2.570 -1.238 1.335 0.0 0.0 0.0
H -3.532 0.568 -2.258 0.1 -0.1 0.0
H -2.083 1.570 -2.580 0.0 0.0 0.0
H -3.039 1.832 -1.111 0.0 -0.2 0.1
H -1.886 -3.135 0.138 -0.2 -0.1 0.1
H -1.740 -4.741 -0.579 0.0 0.0 0.1
H -4.157 -5.579 -2.803 0.0 0.1 0.0
H -5.277 -5.998 -1.515 0.0 0.1 0.0
H -3.548 -6.316 -1.307 0.0 0.0 0.0
H -4.135 -3.635 1.650 0.0 0.0 0.0
H -3.674 -5.280 1.163 0.0 0.0 0.0
H -5.368 -4.772 1.105 0.0 0.0 0.0
O 2.517 -1.039 1.629 -0.5 0.1 -0.1
N 3.698 -0.662 2.076 0.4 0.3 0.0
C 4.784 -0.767 1.286 0.0 -0.1 -0.1
C 6.034 -0.424 1.748 0.1 0.0 0.2
C 6.180 0.078 3.031 -0.2 -0.1 0.0
C 5.049 0.187 3.827 0.2 0.0 -0.1
C 3.824 -0.197 3.332 -0.1 0.0 0.2
H 4.599 -1.128 0.286 -0.1 0.0 0.0
H 6.890 -0.557 1.104 0.0 0.1 -0.1
H 7.145 0.380 3.408 0.1 0.0 0.0
H 5.112 0.557 4.840 0.0 0.0 0.0
H 2.920 -0.173 3.921 -0.1 -0.1 -0.1
F 3.812 4.750 -0.546 0.3 -0.1 0.0
C 3.070 4.137 0.361 -0.3 0.2 -0.1
F 3.177 4.765 1.522 0.2 -0.2 0.1
F 1.799 4.202 -0.026 -0.2 -0.1 -0.1
S 3.558 2.348 0.525 -0.1 0.7 0.3
O 2.367 1.706 1.072 -0.1 0.1 -0.1
O 4.711 2.329 1.354 0.3 0.1 -0.2
N 3.840 1.908 -0.956 0.1 -0.3 0.0
S 2.723 1.157 -1.747 0.3 0.8 -1.1
O 1.410 1.758 -1.670 -0.2 0.1 -0.3
O 2.730 -0.286 -1.563 -0.5 -0.4 0.6
C 3.324 1.398 -3.489 0.1 0.0 -0.1
F 3.311 2.681 -3.802 0.0 0.1 0.1
F 4.551 0.919 -3.622 0.0 0.0 0.2
F 2.512 0.740 -4.309 -0.1 -0.1 0.2
N 0.687 1.321 3.357 -0.2 -0.1 -0.1
C -0.412 1.622 2.629 0.1 0.0 0.7
O -0.458 1.350 1.382 0.6 -0.9 -0.7
C -1.514 2.251 3.267 0.0 -0.2 -1.0
C -2.574 2.605 2.413 0.0 0.1 -0.2
N -3.334 2.887 1.581 0.1 -0.4 0.5
C -1.464 2.670 4.608 -0.1 0.2 0.3
N -1.423 3.013 5.708 0.1 -0.1 0.0
H 0.772 1.685 4.292 -0.1 0.0 0.0
H 1.526 1.176 2.820 0.1 0.0 0.1
C -4.079 4.791 -0.740 0.5 -0.2 0.1
Sb -1.987 4.229 -0.493 -0.5 1.1 -0.1
C -1.422 5.285 -2.325 0.1 -0.3 0.3
C -1.470 5.684 1.027 0.0 -0.3 -0.3
H -4.095 5.879 -0.746 0.0 0.1 -0.1
H -4.680 4.412 0.079 0.1 0.0 0.0
H -4.459 4.415 -1.688 0.0 0.0 0.0
H -1.247 6.330 -2.076 0.0 0.0 0.0
H -2.260 5.207 -3.015 0.0 0.0 0.0
H -0.535 4.851 -2.772 0.1 0.0 0.0
H -1.291 6.650 0.558 0.0 0.0 0.0
H -0.584 5.372 1.574 0.0 0.0 0.0
H -2.311 5.747 1.713 0.0 0.0 0.0
```
Forces are in eV/Å.

As for the spin multiplicity: 2. The value obtained for the HOMO energy (alpha / beta) is -0.3899 / -0.3399 hartree. The expectation value of S² is 1.163. For the orbital gap (alpha / beta), the calculation gives 7.11 / 3.32 eV. The value obtained for the energy above the lowest of the compared OMol25 structures with the same formula, charge and spin is 413.55 kJ/mol. As for the net charge: +1.

Entry 2:
This record from OMol25 describes an isolated ion of composition C25H43BClFN3O8S and charge +1. The level of theory is the ωB97M-V functional and the def2-TZVPD basis.

The geometry in XYZ format:
```
83
Properties=species:S:1:pos:R:3:forces:R:3
C -4.085 -1.771 -0.195 0.0 1.2 -0.1
C -4.169 -0.607 -0.979 0.4 -0.3 -0.4
C -3.414 0.710 -0.695 -2.4 0.2 1.4
C -2.227 0.487 0.203 0.3 0.8 1.6
N -1.130 -0.087 -0.111 0.2 -0.3 -2.5
C -0.974 -0.593 -1.492 0.6 -0.2 -1.0
C -0.800 0.538 -2.563 -0.3 -0.4 0.1
C 0.576 0.550 -3.285 -0.3 0.6 -0.5
C 0.343 0.510 -4.821 0.5 0.2 0.1
C 1.581 0.916 -5.657 -0.6 0.4 -0.7
O 2.356 -0.198 -6.141 -0.7 -0.4 0.6
C 2.823 -1.008 -5.130 -0.7 -0.9 -0.1
C 2.067 -2.295 -4.750 -0.9 0.6 -0.9
O 3.830 -0.746 -4.579 1.6 0.7 1.0
C -0.069 -0.269 0.962 -0.5 1.7 1.0
C -0.381 -1.692 1.515 0.6 -0.7 -0.2
C 0.794 -2.547 2.036 0.6 -0.4 0.3
C 1.647 -1.926 3.156 -1.1 0.3 1.1
O 2.634 -2.827 3.631 -0.1 0.1 -0.5
C 1.351 0.157 0.528 0.2 -0.6 -1.7
C 2.192 -0.856 -0.319 0.5 0.1 0.0
C 3.562 -1.219 0.306 0.0 0.0 0.0
C 4.683 -0.190 -0.036 0.6 -0.6 -0.1
S 5.454 0.279 1.546 -0.8 -0.5 1.8
O 5.754 -0.896 2.302 0.7 -0.6 -0.9
O 4.558 1.133 2.280 0.1 1.1 -1.1
Cl 7.266 1.183 1.163 -0.9 -0.1 -0.2
C -0.543 0.902 1.911 -1.0 -1.9 2.3
F 0.044 2.136 1.689 -0.4 -0.3 -1.2
B -0.387 0.721 3.523 1.4 0.2 1.2
N 0.607 1.541 4.259 -0.8 -0.8 -0.6
O -1.101 -0.180 4.246 -0.7 0.2 -0.6
C -2.066 0.867 1.700 -0.9 0.1 -0.2
N -2.849 1.933 2.324 0.9 -0.2 -1.7
C -4.011 1.470 3.092 -0.8 -0.9 -1.4
C -5.066 0.503 2.538 0.4 0.2 -0.1
O -4.103 1.837 4.196 0.1 1.0 2.2
C -3.149 3.045 1.492 0.5 0.4 -0.2
C -2.104 3.899 0.777 0.5 0.0 0.8
O -4.295 3.339 1.357 -1.7 0.5 0.1
H -4.684 -1.814 0.724 1.9 0.4 0.9
H -3.401 -2.566 -0.514 -2.1 -1.0 -0.7
H -4.779 -0.599 -1.901 1.8 -0.5 -0.8
H -4.150 1.391 -0.216 0.7 0.2 0.1
H -3.147 1.220 -1.629 0.0 -0.5 0.1
H -0.102 -1.255 -1.579 -0.2 0.3 0.5
H -1.830 -1.223 -1.780 0.1 0.4 0.5
H -1.073 1.511 -2.120 0.4 -0.3 -0.1
H -1.574 0.358 -3.330 0.3 0.0 0.3
H 1.120 1.487 -3.071 -0.2 -0.3 0.1
H 1.235 -0.265 -2.964 -0.3 0.1 -0.1
H -0.476 1.208 -5.068 0.4 -0.1 0.1
H 0.000 -0.479 -5.161 0.1 0.3 0.2
H 2.218 1.663 -5.151 -0.1 -0.5 0.1
H 1.206 1.409 -6.567 0.3 -0.3 0.2
H 1.763 -2.300 -3.694 0.3 0.2 -0.2
H 1.148 -2.323 -5.354 0.4 -0.5 0.2
H 2.694 -3.179 -4.917 -0.1 0.3 -0.1
H -1.157 -1.702 2.299 0.3 0.5 -0.3
H -0.835 -2.263 0.682 0.2 0.2 0.3
H 1.485 -2.898 1.251 -0.4 0.3 0.1
H 0.361 -3.474 2.451 0.1 0.4 -0.2
H 0.979 -1.713 4.014 0.1 0.1 -0.5
H 2.077 -0.948 2.873 0.1 -0.5 0.0
H 2.504 -2.933 4.581 0.2 0.0 -0.2
H 1.227 1.048 -0.113 -0.1 -0.2 0.5
H 1.952 0.505 1.382 -0.4 -0.2 -0.1
H 2.412 -0.403 -1.303 -0.1 -0.2 0.4
H 1.666 -1.794 -0.553 0.0 0.3 0.3
H 3.849 -2.207 -0.084 0.1 0.4 0.2
H 3.530 -1.322 1.400 -0.3 -0.2 -0.4
H 5.475 -0.707 -0.598 -0.2 0.4 0.1
H 4.335 0.685 -0.599 0.2 -0.1 0.4
H 0.343 2.523 4.283 0.4 0.0 0.0
H 1.492 1.417 3.765 0.1 0.7 0.2
H -1.013 -0.007 5.196 0.2 -0.1 -0.2
H -2.448 -0.042 2.207 0.5 0.2 -0.2
H -4.675 -0.528 2.559 -0.2 0.4 -0.2
H -5.420 0.794 1.539 0.2 -0.2 0.2
H -5.911 0.549 3.235 0.3 0.0 -0.2
H -1.242 4.093 1.432 -0.1 -0.3 -0.4
H -1.791 3.455 -0.181 0.0 0.1 0.4
H -2.565 4.878 0.594 -0.1 -0.5 -0.1
```
Forces are in eV/Å.

As for the spin multiplicity: 1. The value obtained for the HOMO energy is -0.4165 hartree. For the orbital gap, the calculation gives 7.01 eV. The value obtained for the energy above the lowest of the compared OMol25 structures with the same formula, charge and spin is 121.00 kJ/mol. As for the structure (SMILES): C=CCC1=[N+](CCCCCOC(C)=O)[C@@](CCCO)(CCCCS(=O)(=O)Cl)[C@](F)(B(N)O)[C@H]1N(C(C)=O)C(C)=O. As for the net charge: +1.

Entry 3:
This record from OMol25 describes a 4-piece molecular cluster, C25H43Cl2F4N3O9P overall. The level of theory is the ωB97M-V functional and the def2-TZVPD basis.

The geometry in XYZ format:
```
87
Properties=species:S:1:pos:R:3:forces:R:3
C -0.180 4.356 0.589 -0.8 -0.7 0.4
C -1.319 3.164 0.768 -1.3 1.5 0.3
C -2.766 3.988 0.938 -0.1 -0.7 0.4
C -1.507 2.205 -0.541 -0.5 1.5 -0.6
C -0.354 1.044 -0.746 -4.6 -0.5 4.0
N 0.419 0.927 0.532 0.9 -0.3 -1.5
C -1.298 -0.315 -0.873 0.5 -0.5 -1.0
C -0.657 -1.801 -0.917 -0.1 -1.0 0.8
C 0.285 -2.258 0.339 1.1 0.0 -0.5
C 1.823 -2.481 -0.222 -0.2 -1.2 -0.1
Cl -0.283 -3.971 0.903 0.4 1.6 -0.5
C -1.902 -0.110 -2.391 0.1 1.6 0.8
P -2.610 -1.583 -3.374 -3.5 0.4 -1.5
N -3.949 -1.066 -4.170 2.6 -0.6 -0.4
C -0.700 0.728 -3.199 -2.7 -0.7 -2.5
C -0.056 0.018 -4.556 1.4 -0.3 -0.5
C -1.012 0.225 -5.904 -1.2 -0.1 1.1
C -0.562 1.488 -6.846 0.6 -0.9 -0.2
Cl -1.564 3.046 -6.480 1.0 -1.7 -0.2
N 0.321 1.081 -2.095 2.0 -1.4 0.1
C 1.352 2.118 -2.445 3.7 2.5 -0.4
F 1.889 2.918 -1.326 -2.2 -3.2 -3.2
F 2.536 1.359 -3.000 -3.8 2.1 1.8
C 0.933 3.187 -3.617 1.3 3.4 -0.5
F -0.083 4.204 -3.161 3.1 -3.7 -1.1
F 2.179 3.999 -3.890 -3.8 -2.7 1.1
H 0.829 3.958 1.033 -1.7 1.1 -1.1
H -0.135 4.656 -0.543 0.2 -0.6 2.2
H -0.554 5.297 1.191 1.0 -2.0 -1.1
H -1.203 2.574 1.798 0.0 1.2 -2.4
H -3.059 4.537 -0.054 0.6 -0.9 2.0
H -2.711 4.744 1.856 0.0 -1.6 -2.2
H -3.627 3.215 1.191 1.7 1.5 -0.6
H -2.613 1.762 -0.464 2.6 0.6 -0.2
H -1.532 2.912 -1.492 0.0 -1.3 1.9
H -0.187 0.659 1.353 0.9 0.7 -1.7
H 1.051 1.720 0.745 -1.0 -0.6 -0.1
H -2.018 -0.284 0.049 1.1 0.1 -2.1
H -0.063 -2.028 -1.905 -1.0 0.6 1.7
H -1.569 -2.574 -0.901 2.0 1.9 -0.1
H 0.212 -1.588 1.296 0.2 -1.4 -2.1
H 2.275 -1.537 -0.748 -0.9 -1.6 1.2
H 2.561 -2.925 0.600 -1.7 1.3 -1.7
H 1.739 -3.339 -1.045 0.2 1.9 1.7
H -2.817 0.655 -2.440 1.8 -2.0 0.3
H -3.086 -2.624 -2.464 1.1 0.9 -0.3
H -1.690 -2.222 -4.278 0.1 0.3 1.1
H -3.818 -1.198 -5.211 -0.3 0.2 1.5
H -1.335 1.593 -3.664 1.9 -0.8 1.4
H 0.991 0.508 -4.852 -2.1 -1.0 1.0
H 0.194 -1.135 -4.388 -0.6 2.6 -0.2
H -1.103 -0.793 -6.521 0.5 2.3 1.3
H -2.107 0.412 -5.467 2.2 -0.3 -1.2
H 0.569 1.792 -6.634 -2.5 -0.7 -0.7
H -0.722 1.185 -7.981 0.4 1.0 2.5
H 0.910 0.194 -2.064 -0.4 0.9 0.0
H 0.640 2.714 -4.645 0.2 1.0 2.2
C -3.412 2.178 5.618 -0.6 -0.9 0.6
C -3.879 3.594 5.509 -1.1 0.4 0.3
O -2.697 4.301 5.185 1.0 -0.6 -0.5
C -1.843 3.406 4.608 1.7 0.7 -0.8
O -0.799 3.707 4.055 -2.1 -0.7 1.0
O -2.311 2.129 4.731 0.6 0.9 -0.5
H -4.183 1.462 5.320 0.3 0.0 0.0
H -3.066 1.929 6.627 0.0 0.0 -0.1
H -4.607 3.733 4.703 0.1 0.0 0.1
H -4.309 3.964 6.444 0.2 0.1 -0.2
C 3.552 -0.307 3.171 0.1 1.1 -0.5
C 4.547 -0.931 4.096 1.1 0.4 0.2
O 3.774 -1.869 4.820 -1.1 -0.3 -0.5
C 2.691 -2.172 4.046 -1.4 -2.0 0.9
O 1.904 -3.073 4.286 1.7 2.0 -0.7
O 2.604 -1.338 2.970 -0.2 -0.7 0.4
H 4.001 -0.001 2.222 -0.2 -0.1 0.1
H 3.048 0.555 3.620 0.0 -0.1 0.0
H 5.339 -1.464 3.559 -0.1 0.0 0.0
H 5.003 -0.201 4.770 -0.1 -0.3 0.0
C 2.046 -6.928 1.545 -1.0 -0.1 -0.5
C 2.276 -6.597 2.984 -0.8 0.5 0.7
O 3.562 -7.127 3.239 0.6 -0.2 -0.8
C 4.208 -7.197 2.039 2.6 -0.6 -0.1
O 5.394 -7.448 1.908 -2.7 0.6 0.3
O 3.354 -6.948 1.004 0.7 0.0 0.5
H 1.428 -6.182 1.039 0.2 -0.1 0.0
H 1.593 -7.916 1.411 0.1 0.1 0.0
H 2.295 -5.517 3.167 0.0 -0.1 0.0
H 1.530 -7.054 3.641 0.3 0.0 0.0
```
Forces are in eV/Å.

As for the spin multiplicity: 1. The value obtained for the HOMO energy is -0.4222 hartree. For the orbital gap, the calculation gives 8.45 eV. As for the net charge: +1.

Entry 4:
This record from OMol25 describes C25H43Cl2GaN2O5S2 as an isolated structure. The level of theory is the ωB97M-V functional and the def2-TZVPD basis.

The geometry in XYZ format:
```
80
Properties=species:S:1:pos:R:3:forces:R:3
Ga -0.225 -0.334 -0.824 0.1 -0.1 0.2
C -2.745 0.267 -0.640 0.0 0.0 0.0
C -1.927 -0.640 0.235 -0.1 0.1 -0.1
C -1.721 0.212 1.472 0.0 0.0 0.0
C -2.321 1.408 1.252 0.1 0.0 0.0
C -2.957 1.459 -0.046 0.0 0.0 0.0
C -3.752 2.627 -0.591 0.0 0.0 0.0
C -3.265 3.948 0.012 0.0 0.0 0.0
C -3.618 2.694 -2.114 0.0 0.0 0.0
C -5.226 2.420 -0.215 0.0 0.0 0.0
C -0.892 -0.058 2.731 0.0 0.0 0.0
C -0.436 1.275 3.346 0.0 0.0 0.0
C -1.721 -0.778 3.810 0.0 0.0 0.0
C 0.381 -0.863 2.445 0.0 0.0 0.0
C -2.571 -2.060 0.329 0.0 0.0 0.0
C -3.841 -1.942 1.186 0.0 0.0 0.0
C -3.013 -2.548 -1.062 0.0 0.0 0.0
C -1.675 -3.142 0.935 0.0 0.0 0.0
H -3.092 -0.024 -1.620 0.0 0.0 0.0
H -2.261 2.258 1.913 0.0 0.0 0.0
H -2.196 4.082 -0.151 0.0 0.0 0.0
H -3.463 3.991 1.085 0.0 0.0 0.0
H -3.795 4.783 -0.453 0.0 0.0 0.0
H -2.570 2.788 -2.404 0.0 0.0 0.0
H -4.166 3.557 -2.500 0.0 0.0 0.0
H -4.027 1.801 -2.590 0.0 0.0 0.0
H -5.346 2.356 0.869 0.0 0.0 0.0
H -5.611 1.497 -0.653 0.0 0.0 0.0
H -5.834 3.255 -0.577 0.0 0.0 0.0
H -1.274 1.840 3.756 0.0 0.0 0.0
H 0.072 1.892 2.604 0.0 0.0 0.0
H 0.255 1.074 4.169 0.0 0.0 0.0
H -2.662 -0.252 3.981 0.0 0.0 0.0
H -1.163 -0.793 4.750 0.0 0.0 0.0
H -1.953 -1.809 3.551 0.0 0.0 0.0
H 1.088 -0.271 1.862 0.0 0.0 0.0
H 0.190 -1.786 1.907 0.0 0.0 0.0
H 0.863 -1.120 3.393 0.0 0.0 0.0
H -4.487 -1.150 0.801 0.0 0.0 0.0
H -3.613 -1.714 2.226 0.0 0.0 0.0
H -4.398 -2.882 1.156 0.0 0.0 0.0
H -3.914 -2.029 -1.392 0.0 0.0 0.0
H -3.251 -3.613 -1.015 0.0 0.0 0.0
H -2.244 -2.416 -1.822 0.1 0.0 0.0
H -1.427 -2.944 1.975 0.0 0.0 0.0
H -0.740 -3.256 0.385 0.0 0.0 0.0
H -2.198 -4.100 0.902 0.0 0.0 0.0
C 6.354 -0.162 -0.870 -0.2 0.2 0.0
C 5.335 -1.326 -0.854 0.2 -0.2 0.1
N 3.982 -0.820 -0.833 0.1 -0.1 0.1
C 3.831 0.142 0.252 0.0 0.0 -0.1
C 4.619 1.424 -0.089 0.0 0.0 0.0
N 5.561 1.069 -1.218 0.0 -0.1 0.0
C 4.779 0.810 -2.483 0.0 0.1 0.1
C 3.668 -0.198 -2.107 0.2 0.3 0.0
H 7.133 -0.278 -1.622 0.0 0.0 0.0
H 6.816 0.015 0.100 0.0 0.0 0.0
H 5.504 -1.953 0.022 0.0 0.0 0.0
H 5.455 -1.954 -1.737 0.0 0.0 0.0
H 4.197 -0.316 1.172 0.0 0.0 0.0
H 2.779 0.390 0.380 0.0 0.0 0.0
H 5.228 1.799 0.732 0.0 0.0 0.0
H 3.958 2.206 -0.461 0.0 0.0 0.0
H 6.194 1.849 -1.371 0.0 0.0 0.0
H 5.495 0.439 -3.217 0.0 0.0 0.0
H 4.364 1.760 -2.818 0.0 0.0 0.0
H 3.549 -0.957 -2.878 0.0 0.0 0.0
H 2.746 0.360 -2.008 -0.2 -0.1 -0.1
O 2.119 2.680 -1.503 0.1 -0.2 0.0
S 0.756 2.240 -1.242 0.1 0.0 0.0
O -0.196 3.296 -1.054 0.0 0.0 0.0
O 0.753 1.247 -0.078 -0.1 -0.1 0.1
S 0.142 0.926 -2.718 0.0 -0.1 -0.1
Cl 0.733 -5.242 -1.951 0.0 0.0 0.0
C 1.661 -3.899 -1.305 0.0 0.2 0.1
Cl 3.232 -3.741 -2.139 -0.1 -0.1 -0.1
C 0.892 -2.571 -1.414 -0.1 0.0 -0.2
O 1.175 -1.704 -0.510 -0.1 0.1 0.0
O 0.044 -2.388 -2.278 0.1 0.0 0.0
H 1.890 -4.104 -0.266 0.0 0.0 0.0
```
Forces are in eV/Å.

As for the spin multiplicity: 1. The value obtained for the HOMO energy is -0.2706 hartree. For the orbital gap, the calculation gives 6.84 eV. The value obtained for the energy above the lowest of the compared OMol25 structures with the same formula, charge and spin is 0.00 kJ/mol. As for the net charge: 0.